1.
DFT (ωB97M-V/def2-TZVPD) results for C5H8BrNO5 as an isolated structure.

```
20
Properties=species:S:1:pos:R:3:forces:R:3:mulliken_charge:R:1
H -2.869026 1.168067 2.164449 0.0 0.5 0.6 0.448
O -0.131426 -1.092036 0.764241 1.1 -1.2 0.2 -0.289
C 0.641405 -0.240932 0.075428 -0.9 0.7 -0.4 0.511
C -2.774317 0.686999 1.234810 -5.8 -2.5 2.9 -0.377
O 1.119859 2.127004 -0.138299 0.4 1.1 0.4 -0.381
O -1.545649 0.220219 -0.587497 0.3 -1.8 -3.6 -0.505
H 0.006087 -2.265859 -0.972256 -0.4 -1.0 2.2 0.300
H -1.264318 -2.695802 0.322369 -1.2 -0.4 0.0 0.256
C 0.644021 2.258574 -1.481587 1.8 -2.5 1.1 -0.651
C -0.261434 -2.431618 0.152975 3.2 0.2 0.0 -0.602
H 0.452353 -3.190913 0.779315 -1.6 1.9 -1.9 0.212
H 1.274205 1.159557 1.581862 -2.0 0.4 -1.1 0.260
O 1.264618 -0.497273 -0.921827 0.2 -0.2 0.9 -0.625
Br -4.165849 0.006651 0.254252 -1.5 0.0 0.5 -0.073
C 0.516074 1.231957 0.679911 3.6 -2.4 0.4 0.300
O -0.757173 1.570691 1.035165 -0.6 0.6 1.1 -0.340
N -1.776990 0.819014 0.419707 5.5 4.3 -1.3 0.703
H -0.339913 2.543405 -1.492488 -2.6 0.7 -0.2 0.281
H 0.822787 1.253456 -1.888013 -0.3 0.8 -0.8 0.274
H 1.259547 3.010053 -1.863167 0.9 1.0 -1.0 0.297
```
Forces are in eV/Å.

maximum force: 7.10 eV/A
2S+1: 3
expectation value of S²: 2.0074
relative energy (zero: lowest compared OMol25 entry of this formula, charge and spin): 34.5 kcal per mole
frontier orbital gap (spin up / spin down): 7.261 / 7.831 eV

---

2.
DFT (ωB97M-V/def2-TZVPD) results for a 2-piece molecular cluster, C2H3NO overall.

```
7
Properties=species:S:1:pos:R:3:forces:R:3:mulliken_charge:R:1
H -0.034132 1.397375 1.042189 -0.6 0.3 -1.6 0.289
H -2.030859 -0.031621 -0.464706 0.4 -0.6 -0.7 0.296
C 1.007304 -0.819078 -0.351476 -3.0 0.1 0.8 0.033
O 1.860446 -0.311501 0.255451 0.5 1.1 0.4 -0.320
C -1.039606 0.238848 -0.095189 1.9 -1.5 -1.0 -0.180
N -0.891845 1.338890 0.407223 1.1 0.7 2.7 -0.432
H 1.128692 -1.812912 -0.793493 -0.3 -0.2 -0.6 0.314
```
Forces are in eV/Å.

maximum force: 3.07 eV/A
relative energy (zero: lowest compared OMol25 entry of this formula, charge and spin): 85.0 kcal per mole
frontier orbital gap (spin up / spin down): 8.440 / 8.440 eV

---

3.
DFT (ωB97M-V/def2-TZVPD) results for C25H37GeN2O3PtS as an isolated structure.

```
70
Properties=species:S:1:pos:R:3:forces:R:3:mulliken_charge:R:1
H 1.746893 -1.882400 5.874417 0.0 0.0 0.0 0.443
C 1.203292 -0.750047 4.139254 0.0 0.0 0.0 -1.038
C -0.081277 3.178914 -0.720554 0.0 0.0 0.0 1.304
C 3.171627 -2.113281 4.284103 0.0 0.0 0.0 -0.939
H -2.098898 3.687984 -1.325428 0.0 0.0 0.0 0.455
H -3.952419 -0.905816 2.930198 0.0 0.0 0.0 0.508
N 0.713854 0.459483 2.062291 0.0 0.0 0.0 -0.297
H 3.799610 -2.795463 4.840185 0.0 0.0 0.0 0.447
C -1.851329 -0.858794 -3.772382 0.0 0.0 0.0 -1.940
C -4.521828 0.880369 0.869077 0.0 0.0 0.0 -1.605
C 0.529932 3.567659 -2.052553 0.0 0.0 0.0 -1.488
C 2.728396 -0.895487 2.245542 0.0 0.0 0.0 0.284
Ge -1.864508 0.881871 -1.288668 0.1 0.0 0.0 0.350
C 2.453852 0.206416 -1.398139 0.0 0.0 0.0 -1.341
C -1.419637 -2.874864 -2.347980 0.0 0.0 0.0 -1.272
H 0.704782 4.643196 -2.082445 0.0 0.0 0.0 0.490
H 5.815291 0.062485 -1.062702 0.0 0.0 0.0 0.440
H 4.071332 0.598223 -2.744490 0.0 0.0 0.0 0.518
H -5.447565 0.508920 1.307715 0.0 0.0 0.0 0.436
H -1.524308 -3.525591 -3.216709 0.0 0.0 0.0 0.473
O -2.200634 0.422071 0.420354 0.0 0.0 0.0 -0.098
H 1.688919 0.446050 -2.121423 0.0 0.0 0.0 0.861
Pt 0.127919 -0.217527 0.239031 0.0 0.0 0.1 3.043
H -2.808131 0.434168 2.953953 0.0 0.0 0.0 0.331
C -3.087554 -0.478342 2.423919 0.0 0.0 0.0 -1.417
H 5.172641 -0.575352 1.214580 0.0 0.0 0.0 0.516
C -1.418684 3.855341 -0.481403 0.0 0.0 0.0 -1.772
H 1.482886 3.060910 -2.204268 0.0 0.0 0.0 0.314
H -0.733067 -3.360266 -1.659125 0.0 0.0 0.0 0.278
H 0.477914 -2.362658 -4.214833 0.0 0.0 0.0 0.520
H -4.236190 1.792946 1.392211 0.0 0.0 0.0 0.360
H -4.668464 -1.893781 0.616886 0.0 0.0 0.0 0.612
H -4.730494 1.119764 -0.178206 0.0 0.0 0.0 0.376
O -0.319080 1.712472 -0.780854 -0.1 0.0 0.0 -0.687
O -0.823643 -0.601234 -1.618748 0.1 0.0 0.0 -0.473
H 0.294865 -0.351654 4.577504 0.0 0.0 0.0 0.451
H 1.190301 1.346313 1.885193 0.0 0.0 0.0 0.422
H -1.488676 0.129439 -4.070869 0.0 0.0 0.0 0.468
C 3.795634 0.293849 -1.743705 0.0 0.0 0.0 -1.337
C 1.257887 -3.097430 0.018260 0.0 0.0 0.0 0.424
S 0.088381 -2.378607 0.998040 0.0 0.0 0.0 -0.216
H -2.856934 -0.782836 -3.343233 0.0 0.0 0.0 0.461
H 1.215471 -2.010474 -2.659928 0.0 0.0 0.0 0.259
N 2.042690 -3.596263 -0.663717 0.0 0.0 0.0 -0.497
C -3.434215 -0.172156 0.975798 0.0 0.0 0.0 1.148
H 4.408480 -2.192251 2.539757 0.0 0.0 0.0 0.542
H -1.945350 -1.452733 -4.681584 0.0 0.0 0.0 0.511
H -2.398421 -2.776697 -1.882603 0.0 0.0 0.0 0.202
C -0.889112 -1.536795 -2.814138 0.0 0.0 0.0 1.221
H -2.959372 -2.149667 0.245021 0.0 0.0 0.0 0.222
H 1.190615 4.462654 0.431783 0.0 0.0 0.0 0.603
H 0.840790 -0.689384 -3.801340 0.0 0.0 0.0 0.340
H -3.992753 -1.194471 -0.846990 0.0 0.0 0.0 0.333
C 3.522758 -1.763041 2.988253 0.0 0.0 0.0 -1.235
H -0.131497 0.673678 2.593247 0.0 0.0 0.0 0.378
C -3.775210 -1.428031 0.201135 0.0 0.0 0.0 -1.379
C 4.768116 -0.008715 -0.803160 0.0 0.0 0.0 -1.056
C 0.501634 -1.642986 -3.396098 0.0 0.0 0.0 -1.460
H -1.884524 3.499988 0.439840 0.0 0.0 0.0 0.312
H -0.141296 3.316791 -2.876599 0.0 0.0 0.0 0.342
H -1.288033 4.934372 -0.400479 0.0 0.0 0.0 0.515
C 2.120810 -0.203886 -0.121384 -0.1 0.0 -0.1 0.954
C 4.404703 -0.384332 0.476927 0.0 0.0 0.0 -0.721
H 0.397025 3.227668 1.389592 0.0 0.0 0.0 0.329
H -2.277645 -1.209670 2.485311 0.0 0.0 0.0 0.266
C 3.063472 -0.499222 0.860725 0.0 0.0 0.0 1.165
C 1.577434 -0.413642 2.854508 0.0 0.0 0.0 1.086
C 0.880565 3.418103 0.427942 0.0 0.0 0.0 -1.619
H 1.781895 2.811045 0.309256 0.0 0.0 0.0 0.321
C 2.018089 -1.607316 4.864910 0.0 0.0 0.0 -0.746
```
Forces are in eV/Å.

maximum force: 0.10 eV/A
2S+1: 2
expectation value of S²: 0.7543
relative energy (zero: lowest compared OMol25 entry of this formula, charge and spin): 0.0 kcal per mole
total charge: +2
frontier orbital gap (spin up / spin down): 6.596 / 4.748 eV

---

> maximum force of number 1 (C5H8BrNO5)?

7.10 eV/A

---

> What is the relative energy (zero: lowest compared OMol25 entry of this formula, charge and spin) in the first record?

34.5 kcal per mole

---

> Look up the maximum force of the first one.

7.10 eV/A